A.
The following is a DFT calculation (wB97M-V/def2-TZVPD) of a molecular structure, C32H24ClMnN5O4S3.

Calculated values
⟨S²⟩: 8.755
HOMO energy (alpha / beta): -0.0116 / -0.0133 Ha
HOMO-LUMO gap (alpha / beta): 4.369 / 4.415 eV

The geometry in ORCA input format:
```
! wB97M-V def2-TZVPD RIJCOSX def2/J DEFGRID3
* xyz -2 6
Mn 0.263 0.254 0.239
Cl 6.718 -3.175 -0.221
C 5.218 -2.356 0.242
C 5.266 -1.321 1.197
C 4.120 -0.677 1.557
C 2.854 -1.014 0.980
O 1.808 -0.401 1.355
C 2.840 -2.060 0.008
C 1.651 -2.496 -0.662
N 0.493 -1.940 -0.607
C -0.572 -2.468 -1.325
C -0.469 -3.204 -2.480
C -1.623 -3.662 -3.160
C -2.877 -3.398 -2.698
C -3.028 -2.644 -1.502
C -4.286 -2.315 -0.943
C -4.352 -1.622 0.224
C -3.140 -1.226 0.849
N -1.970 -1.484 0.342
C -1.888 -2.184 -0.816
C 4.039 -2.718 -0.334
H 6.217 -1.039 1.633
H 4.127 0.135 2.271
H 1.777 -3.413 -1.252
H 0.507 -3.384 -2.911
H -1.497 -4.223 -4.080
H -3.758 -3.752 -3.221
H -5.189 -2.630 -1.459
H -5.300 -1.363 0.678
H -3.145 -0.687 1.788
H 4.020 -3.503 -1.083
S 1.998 0.452 -2.170
C 3.234 1.394 -1.362
C 4.588 1.210 -1.698
C 5.618 1.904 -1.087
C 5.317 2.816 -0.079
C 3.995 2.999 0.292
C 2.926 2.323 -0.324
S 1.292 2.657 0.218
H 4.810 0.477 -2.467
H 6.647 1.725 -1.385
H 6.107 3.367 0.424
H 3.746 3.684 1.094
C -0.575 1.771 -4.416
N -1.740 1.350 -3.617
C -2.754 0.520 -4.256
C -1.446 1.039 -2.357
N -1.063 0.820 -1.299
H -0.913 1.892 -5.445
H 0.239 1.045 -4.361
H -0.202 2.718 -4.034
H -3.093 1.028 -5.158
H -3.596 0.401 -3.577
H -2.371 -0.474 -4.516
O -2.359 2.547 1.100
C -1.998 1.936 2.088
N -1.008 0.995 2.177
S -0.883 0.356 3.647
O 0.341 0.685 4.322
O -1.286 -1.034 3.650
C -2.181 1.305 4.385
C -2.639 1.311 5.692
C -3.656 2.204 6.006
C -4.186 3.057 5.035
C -3.708 3.030 3.730
C -2.693 2.141 3.427
H -2.222 0.644 6.435
H -4.038 2.246 7.019
H -4.975 3.748 5.308
H -4.097 3.678 2.954
*
```


B.
The following is a DFT calculation (wB97M-V/def2-TZVPD) of a molecular structure, C32H24ClMnN5O4S3.

Calculated values
⟨S²⟩: 8.755
HOMO energy (alpha / beta): -0.0332 / -0.0374 Ha
HOMO-LUMO gap (alpha / beta): 4.910 / 5.025 eV

The geometry in ORCA input format:
```
! wB97M-V def2-TZVPD RIJCOSX def2/J DEFGRID3
* xyz -2 6
Mn -0.612 2.217 -0.441
Cl 0.814 1.392 6.866
C 0.365 1.924 5.253
C 0.590 3.259 4.882
C 0.258 3.689 3.628
C -0.323 2.821 2.635
O -0.574 3.262 1.482
C -0.553 1.466 3.063
C -1.165 0.466 2.229
N -1.587 0.635 1.027
C -2.234 -0.451 0.414
C -2.977 -1.396 1.077
C -3.551 -2.482 0.387
C -3.406 -2.610 -0.964
C -2.699 -1.624 -1.690
C -2.532 -1.661 -3.092
C -1.863 -0.656 -3.718
C -1.350 0.409 -2.946
N -1.479 0.463 -1.647
C -2.127 -0.536 -1.002
C -0.195 1.053 4.359
H 1.035 3.940 5.599
H 0.435 4.713 3.324
H -1.242 -0.524 2.688
H -3.115 -1.319 2.147
H -4.105 -3.225 0.949
H -3.834 -3.452 -1.497
H -2.937 -2.500 -3.648
H -1.701 -0.657 -4.787
H -0.816 1.238 -3.399
H -0.364 0.019 4.641
S 0.738 3.112 -2.335
C -0.357 4.179 -3.209
C 0.121 4.796 -4.372
C -0.648 5.660 -5.136
C -1.952 5.931 -4.738
C -2.447 5.330 -3.591
C -1.690 4.452 -2.801
S -2.443 3.774 -1.366
H 1.141 4.576 -4.670
H -0.232 6.114 -6.030
H -2.581 6.604 -5.313
H -3.462 5.536 -3.270
C 4.272 -0.214 0.950
N 3.363 0.678 1.671
C 3.213 0.512 3.116
C 2.302 1.104 1.004
N 1.392 1.501 0.422
H 4.693 -0.922 1.660
H 5.075 0.356 0.478
H 3.734 -0.787 0.197
H 4.184 0.664 3.589
H 2.824 -0.482 3.351
H 2.523 1.266 3.489
O 0.733 -2.590 -2.469
C 0.855 -2.836 -1.277
N 0.738 -1.971 -0.245
S 0.963 -2.669 1.166
O 2.183 -2.223 1.819
O -0.211 -2.656 2.012
C 1.233 -4.322 0.566
C 1.485 -5.503 1.236
C 1.660 -6.648 0.467
C 1.582 -6.592 -0.924
C 1.327 -5.392 -1.576
C 1.153 -4.255 -0.806
H 1.541 -5.534 2.317
H 1.858 -7.596 0.953
H 1.722 -7.500 -1.499
H 1.258 -5.321 -2.654
*
```


We find B to be the most stable, with the next structure 34.4 kcal/mol higher.


A.
The following is a DFT calculation (wB97M-V/def2-TZVPD) of a single C20H26N6O3S molecule.

Calculated values
HOMO energy: -0.3308 Ha
SMILES: O=C(N[C@@H]1C[C@@H]2CC[C@H]1C2)C1CCN(S(=O)(=O)c2ccc(-c3nn[nH]n3)cc2)CC1
HOMO-LUMO gap: 9.296 eV

The geometry in ORCA input format:
```
! wB97M-V def2-TZVPD RIJCOSX def2/J DEFGRID3
* xyz 0 1
O 0.366 0.443 -1.391
C 0.512 -0.709 -1.031
N -0.394 -1.339 -0.262
H -0.288 -2.316 -0.044
C -1.583 -0.679 0.224
H -1.381 0.391 0.141
C -1.940 -1.069 1.673
H -1.850 -0.212 2.338
H -1.291 -1.860 2.051
C -3.399 -1.523 1.561
H -3.934 -1.513 2.509
C -3.927 -0.586 0.474
H -3.861 0.465 0.746
H -4.943 -0.824 0.162
C -2.876 -1.006 -0.552
H -2.917 -0.521 -1.526
C -3.079 -2.523 -0.607
H -2.198 -3.048 -0.974
H -3.904 -2.763 -1.278
C -3.430 -2.882 0.852
H -2.722 -3.585 1.292
H -4.423 -3.327 0.918
C 1.727 -1.556 -1.454
C 2.773 -0.645 -2.124
C 4.070 -0.551 -1.314
N 3.853 -0.415 0.103
S 4.037 1.060 0.838
O 4.240 0.795 2.232
O 5.042 1.776 0.108
C 2.459 1.888 0.654
C 1.485 1.680 1.613
C 0.215 2.182 1.405
C -0.060 2.901 0.243
C 0.948 3.161 -0.682
C 2.211 2.640 -0.478
H 3.011 2.797 -1.184
H 0.717 3.733 -1.566
C -1.421 3.320 -0.020
N -1.805 4.193 -0.944
N -3.114 4.188 -0.813
N -3.536 3.369 0.123
N -2.500 2.819 0.633
H -3.724 4.757 -1.381
H -0.574 2.018 2.123
H 1.741 1.137 2.510
C 2.928 -1.333 0.734
C 2.358 -2.316 -0.283
H 1.637 -2.963 0.219
H 3.155 -2.956 -0.665
H 3.454 -1.863 1.537
H 2.106 -0.766 1.186
H 4.688 -1.441 -1.484
H 4.653 0.320 -1.614
H 3.016 -1.005 -3.124
H 2.327 0.347 -2.224
H 1.345 -2.282 -2.182
*
```


B.
The following is a DFT calculation (wB97M-V/def2-TZVPD) of a single C20H26N6O3S molecule.

Calculated values
HOMO energy: -0.3159 Ha
SMILES: C[C@H](Sc1nc(N2CCOCC2)nc(N2CCOCC2)n1)C(=O)Nc1ccccc1
HOMO-LUMO gap: 9.228 eV

The geometry in ORCA input format:
```
! wB97M-V def2-TZVPD RIJCOSX def2/J DEFGRID3
* xyz 0 1
C -4.283 0.152 0.679
C -3.641 -0.668 -0.427
C -2.824 0.223 -1.367
O -3.057 1.405 -1.460
N -1.923 -0.452 -2.141
C -0.799 0.145 -2.729
C -0.857 1.410 -3.304
C 0.293 1.983 -3.817
C 1.500 1.304 -3.773
C 1.552 0.035 -3.219
C 0.410 -0.545 -2.701
H 0.454 -1.531 -2.259
H 2.488 -0.503 -3.184
H 2.395 1.759 -4.170
H 0.244 2.969 -4.257
H -1.797 1.936 -3.338
H -1.803 -1.433 -1.913
H -4.408 -1.178 -1.019
S -2.651 -2.047 0.272
C -1.140 -1.237 0.651
N -0.172 -2.040 1.036
C 1.009 -1.427 1.230
N 1.225 -0.130 1.016
C 0.160 0.579 0.637
N 0.329 1.882 0.412
C 1.647 2.476 0.429
H 2.378 1.710 0.166
C 1.679 3.622 -0.577
O 0.759 4.646 -0.256
C -0.412 4.180 0.391
H -0.280 4.250 1.482
C -0.762 2.747 0.013
H -0.936 2.674 -1.066
H -1.675 2.427 0.515
H -1.218 4.855 0.095
H 2.666 4.091 -0.591
H 1.464 3.222 -1.580
H 1.883 2.851 1.434
N -1.073 0.065 0.469
N 2.044 -2.192 1.604
C 3.311 -1.624 1.999
H 3.319 -0.570 1.729
C 3.490 -1.807 3.511
H 4.487 -1.495 3.825
O 3.366 -3.162 3.879
C 2.104 -3.678 3.519
H 2.099 -4.722 3.838
C 1.871 -3.568 2.008
H 0.863 -3.884 1.743
H 2.610 -4.181 1.480
H 1.309 -3.131 4.049
H 2.735 -1.203 4.039
H 4.111 -2.156 1.471
H -4.941 -0.470 1.280
H -3.508 0.575 1.313
H -4.853 0.967 0.239
*
```


We find B to be the most stable, with the next structure 37.0 kcal/mol higher.


A.
The following is a DFT calculation (wB97M-V/def2-TZVPD) of a single CH5NO molecule.

Calculated values
HOMO energy: -0.3447 Ha
SMILES: CNO
HOMO-LUMO gap: 10.531 eV

The geometry in ORCA input format:
```
! wB97M-V def2-TZVPD RIJCOSX def2/J DEFGRID3
* xyz 0 1
C -0.114 0.240 0.791
N -0.049 -0.720 -0.287
O 0.275 0.049 -1.509
H 1.239 0.021 -1.570
H -0.984 -1.062 -0.501
H -0.622 -0.210 1.642
H 0.899 0.547 1.052
H -0.645 1.135 0.383
*
```


B.
The following is a DFT calculation (wB97M-V/def2-TZVPD) of 2 unconnected molecules or ions with the total composition CH5NO.

Calculated values
HOMO energy: -0.3670 Ha
SMILES: C=N.O
HOMO-LUMO gap: 10.614 eV

The geometry in ORCA input format:
```
! wB97M-V def2-TZVPD RIJCOSX def2/J DEFGRID3
* xyz 0 1
C 0.565 1.409 1.781
N -0.273 2.372 1.373
H 0.707 1.504 2.882
H 1.341 0.820 1.124
H 0.065 2.774 0.515
H -0.929 -2.335 -2.255
H 0.578 -2.990 -2.550
O -0.405 -3.104 -2.502
*
```


We find A to be the most stable, with the next structure 2.3 kcal/mol higher.


A.
The following is a DFT calculation (wB97M-V/def2-TZVPD) of a single C4H6F2 molecule.

Calculated values
HOMO energy: -0.3426 Ha
SMILES: CC/C(F)=C\F
HOMO-LUMO gap: 10.297 eV

The geometry in ORCA input format:
```
! wB97M-V def2-TZVPD RIJCOSX def2/J DEFGRID3
* xyz 0 1
C -0.547 -0.723 0.170
C 1.728 0.446 0.236
C 0.924 -0.640 0.261
C -1.184 0.593 -0.352
F 1.137 1.516 -0.127
F 1.504 -1.876 0.634
H -1.001 -1.162 -0.697
H 2.784 0.453 0.422
H -1.218 -1.215 1.154
H -0.808 0.525 -1.337
H -0.946 1.669 0.006
H -2.373 0.415 -0.368
*
```


B.
The following is a DFT calculation (wB97M-V/def2-TZVPD) of a single C4H6F2 molecule.

Calculated values
HOMO energy: -0.3604 Ha
SMILES: C/C(F)=C\CF
HOMO-LUMO gap: 10.803 eV

The geometry in ORCA input format:
```
! wB97M-V def2-TZVPD RIJCOSX def2/J DEFGRID3
* xyz 0 1
C -1.502 1.275 -0.077
C -0.879 -0.094 0.066
C 0.323 -0.562 0.406
C 1.495 0.226 0.457
H -2.416 1.285 0.442
H -0.905 2.033 0.361
H -1.679 1.444 -1.149
H 0.378 -1.625 0.462
H 2.137 -0.011 1.334
H 1.275 1.254 0.506
F -1.826 -1.029 -0.189
F 2.335 -0.021 -0.597
*
```


We find B to be the most stable, with the next structure 46.8 kcal/mol higher.


A.
The following is a DFT calculation (wB97M-V/def2-TZVPD) of 2 unconnected molecules or ions with the total composition C3H12NS.

Calculated values
HOMO energy: -0.4890 Ha
HOMO-LUMO gap: 9.938 eV

The geometry in ORCA input format:
```
! wB97M-V def2-TZVPD RIJCOSX def2/J DEFGRID3
* xyz 1 1
C -1.830 -0.602 -1.603
C -2.123 -0.329 -0.112
S -0.677 0.178 0.810
H -1.089 -1.402 -1.698
H -1.542 0.246 -2.237
H -2.776 -0.942 -2.042
H -2.867 0.485 0.027
H -2.659 -1.180 0.333
H -1.359 0.310 1.962
C 2.605 0.267 -0.705
N 2.309 0.281 0.743
H 3.672 0.174 -0.897
H 2.093 -0.587 -1.138
H 2.187 1.179 -1.135
H 2.709 1.145 1.157
H 2.621 -0.542 1.229
H 1.240 0.388 0.866
*
```


B.
The following is a DFT calculation (wB97M-V/def2-TZVPD) of 2 unconnected molecules or ions with the total composition C3H12NS.

Calculated values
HOMO energy: -0.4608 Ha
HOMO-LUMO gap: 8.946 eV

The geometry in ORCA input format:
```
! wB97M-V def2-TZVPD RIJCOSX def2/J DEFGRID3
* xyz 1 1
C -2.756 -0.100 1.353
N -1.692 0.658 0.726
H -2.250 -0.988 1.837
H -3.277 -0.567 0.542
H -3.457 0.391 1.940
H -1.345 1.556 1.297
H -0.764 0.045 0.713
H -1.846 1.031 -0.270
C 2.766 -0.059 0.187
S 1.201 -0.763 -0.167
C 1.002 -0.355 -1.915
H 2.806 1.069 -0.251
H 3.177 -0.372 1.235
H 3.480 -0.603 -0.437
H 1.068 0.747 -2.157
H 0.088 -0.726 -2.263
H 1.799 -0.964 -2.372
*
```


We find A to be the most stable, with the next structure 21.0 kcal/mol higher.